Computed, not measured: the molecule C10H12O2S at a distorted geometry, with ωB97M-V/def2-TZVPD.

Geometry as XYZ:
```
25
Properties=species:S:1:pos:R:3:lowdin_charge:R:1
C 1.112 1.382 3.331 -0.074
C -0.161 1.180 2.965 -0.039
C 2.172 1.385 2.384 -0.051
C -0.502 0.828 1.580 0.050
C 1.910 1.043 1.083 -0.047
C 0.555 0.793 0.654 -0.228
C -1.309 0.164 -1.138 -0.668
C -1.992 -2.091 -0.942 -0.058
C 0.838 -0.750 -3.085 -0.324
C 0.231 0.271 -0.660 -0.279
O -1.607 0.104 -2.340 -0.112
O -1.597 -0.900 -0.257 -0.149
S 1.414 -0.659 -1.411 1.087
H 1.313 1.464 4.348 0.088
H -1.008 1.231 3.565 0.085
H 3.211 1.470 2.617 0.101
H -1.503 0.554 1.345 0.100
H 2.709 0.973 0.434 0.067
H -1.774 1.023 -0.702 0.125
H -2.679 -1.788 -1.781 0.111
H -2.395 -2.647 -0.137 0.081
H -1.313 -2.650 -1.496 0.055
H 1.034 -1.696 -3.370 -0.007
H 1.499 -0.075 -3.741 0.094
H -0.156 -0.610 -3.246 -0.008
```

Summary:
E_tot: -936.753598 a.u.
frontier orbital gap (alpha / beta): 6.44 / 6.44 eV
charge: 0
relative energy (zero: lowest compared OMol25 entry of this formula, charge and spin): 488.8 kJ/mol
lowest unoccupied orbital energy (alpha / beta): -1.25 / -1.25 eV